(P)
C4H3I | ωB97M-V/def2-TZVPD

Structure (XYZ):
```
8
Properties=species:S:1:pos:R:3:mulliken_charge:R:1
C 2.538 -1.379 0.276 -0.280
C 1.711 -0.657 -0.262 -0.239
C 0.730 0.250 -0.580 -0.163
C -0.151 0.919 -1.043 -0.112
H 3.122 -2.255 0.464 0.372
H -0.904 1.410 -1.609 0.422
I -3.795 0.744 0.643 -0.103
H -3.252 0.967 2.110 0.103
```

Structure (SMILES)   C#CC#C.I
HOMO level   -9.67 eV
HOMO-LUMO gap   0.378 hartree
Net charge   0

=====

(Q)
C4H3I | ωB97M-V/def2-TZVPD

Structure (XYZ):
```
8
Properties=species:S:1:pos:R:3:mulliken_charge:R:1
C -2.094 0.750 0.052 -0.565
C -0.751 0.878 -0.032 -0.105
C 1.180 -1.006 -0.012 -0.629
C 0.150 -0.216 0.003 0.281
I 3.148 -0.017 0.000 0.060
H -2.625 -0.174 0.231 0.231
H -0.307 1.858 -0.207 0.266
H 1.298 -2.072 -0.035 0.462
```

HOMO level (alpha / beta)   -7.88 / -7.87 eV
HOMO-LUMO gap (alpha / beta)   0.195 / 0.195 hartree
Net charge   0

=====

Quick one: least stable of them? (Q)

=====

(P)
C4H3I | ωB97M-V/def2-TZVPD

Structure (XYZ):
```
8
Properties=species:S:1:pos:R:3:mulliken_charge:R:1
I -3.145 0.061 -0.018 0.170
C -1.140 -0.043 -0.224 -0.295
C 0.051 -1.385 0.049 -0.233
C 1.068 -0.295 -0.225 -0.379
C -0.066 0.484 0.331 -0.095
H 2.005 -0.091 0.201 0.317
H 1.322 -0.120 -1.233 0.216
H -0.096 1.390 1.120 0.299
```

Structure (SMILES)   IC1=C2C[C@@H]12
HOMO level   -8.56 eV
HOMO-LUMO gap   0.305 hartree
Net charge   0

=====

(Q)
C4H3I | ωB97M-V/def2-TZVPD

Structure (XYZ):
```
8
Properties=species:S:1:pos:R:3:mulliken_charge:R:1
C 0.637 -0.357 -0.099 0.144
C -0.621 -0.129 -0.103 0.526
C 1.866 -0.788 0.018 -0.940
C -1.666 0.561 0.101 -0.572
I -3.673 0.171 -0.030 0.123
H 2.593 -0.144 0.242 0.267
H 2.270 -1.738 -0.113 0.282
H -1.405 2.424 -0.016 0.169
```

HOMO level (alpha / beta)   -8.89 / -8.89 eV
HOMO-LUMO gap (alpha / beta)   0.294 / 0.294 hartree
Net charge   0

=====

(R)
C4H3I | ωB97M-V/def2-TZVPD

Structure (XYZ):
```
8
Properties=species:S:1:pos:R:3:mulliken_charge:R:1
C 0.159 0.623 -0.694 -0.961
C 0.662 -0.335 0.109 0.573
C 0.512 -1.303 1.117 -0.399
C 1.785 -1.209 0.314 -0.365
I 3.381 -2.215 -0.404 0.241
H 0.470 0.928 -1.624 0.340
H -0.827 0.828 -0.480 0.256
H 0.188 -1.296 2.076 0.315
```

Structure (SMILES)   C=C1C=C1I
HOMO level   -7.77 eV
HOMO-LUMO gap   0.266 hartree
Net charge   0

=====

(S)
C4H3I | ωB97M-V/def2-TZVPD

Structure (XYZ):
```
8
Properties=species:S:1:pos:R:3:mulliken_charge:R:1
C -0.748 0.447 0.124 -0.286
C 1.391 -1.378 0.199 -0.281
C 0.016 -0.804 0.010 -0.510
C -1.190 1.564 0.037 0.035
I 2.954 0.104 0.087 0.049
H -0.721 -1.594 0.294 0.316
H 0.060 -0.835 -1.068 0.329
H -1.761 2.495 0.318 0.348
```

HOMO level   -9.03 eV
HOMO-LUMO gap   0.294 hartree
Net charge   0

=====

Quick one: least stable of them? (Q)

=====

(P)
C4H8OS3 | ωB97M-V/def2-TZVPD

Structure (XYZ):
```
16
Properties=species:S:1:pos:R:3:mulliken_charge:R:1
C 1.909 1.484 0.904 -1.059
C 2.371 0.739 -0.324 0.223
C 3.255 -0.443 -0.188 -0.691
S 1.578 -0.841 -0.735 -0.139
H 1.734 0.790 1.732 0.283
H 2.671 2.211 1.212 0.349
H 0.980 2.026 0.710 0.165
H 2.552 1.362 -1.199 0.370
H 3.509 -0.768 0.820 0.256
H 4.040 -0.594 -0.923 0.283
O -2.870 -1.215 -0.268 -0.404
C -1.941 -0.337 0.123 0.410
S -0.702 -0.772 1.076 -0.272
S -2.085 1.340 -0.424 -0.121
H -3.550 -0.816 -0.831 0.291
H -3.210 1.232 -1.154 0.056
```

Structure (SMILES)   C[C@H]1CS1.OC(=S)S
HOMO level   -7.92 eV
HOMO-LUMO gap   0.299 hartree
Net charge   0

=====

(Q)
C4H8OS3 | ωB97M-V/def2-TZVPD

Structure (XYZ):
```
16
Properties=species:S:1:pos:R:3:mulliken_charge:R:1
C -0.175 0.318 -1.880 -0.373
O 0.841 -0.436 -1.311 -0.375
C 0.501 -1.542 -0.517 -0.588
S 1.011 -1.432 1.217 -0.050
C -0.330 -0.493 1.976 -0.585
S -0.133 1.282 2.210 -0.062
C 0.081 1.804 0.473 -0.591
S -1.234 1.201 -0.651 -0.113
H -0.873 -0.289 -2.481 0.381
H 0.347 1.041 -2.529 0.295
H 1.114 -2.367 -0.883 0.298
H -0.568 -1.783 -0.564 0.419
H -1.224 -0.683 1.356 0.275
H -0.515 -0.918 2.981 0.369
H 1.033 1.418 0.091 0.306
H 0.124 2.879 0.513 0.395
```

Structure (SMILES)   C1OCSCSCS1
HOMO level   -8.70 eV
HOMO-LUMO gap   0.346 hartree
Net charge   0

=====

Quick one: least stable of them? (P)

=====

(P)
C3H4N2OS | ωB97M-V/def2-TZVPD

Structure (XYZ):
```
11
Properties=species:S:1:pos:R:3:mulliken_charge:R:1
N 1.859 -0.920 0.123 -0.675
N 0.663 -0.307 -0.125 0.440
C 0.395 0.956 -0.053 0.028
C -1.004 1.116 -0.052 -0.530
C -1.610 -0.067 -0.141 0.173
S -3.199 -0.583 0.038 -0.351
O -0.603 -1.087 -0.236 -0.344
H 1.910 -1.283 1.128 0.282
H 1.984 -1.619 -0.746 0.305
H 1.170 1.727 -0.174 0.384
H -1.566 2.066 0.238 0.288
```

Structure (SMILES)   Nn1ccc(=S)o1
HOMO level   -7.78 eV
HOMO-LUMO gap   0.286 hartree
Net charge   0

=====

(Q)
C3H4N2OS | ωB97M-V/def2-TZVPD

Structure (XYZ):
```
11
Properties=species:S:1:pos:R:3:mulliken_charge:R:1
N 2.559 -0.762 0.209 -0.592
N 1.470 -0.110 -0.301 0.332
C 1.167 1.224 -0.011 -0.218
C -0.178 1.438 0.029 -0.473
C -0.761 0.131 -0.030 0.218
S -2.348 -0.377 0.059 -0.330
O 0.186 -0.784 -0.167 -0.290
H 2.365 -1.076 1.150 0.264
H 2.791 -1.554 -0.365 0.276
H 1.983 1.882 0.113 0.424
H -0.627 2.392 0.209 0.390
```

Structure (SMILES)   Nn1ccc(=S)o1
HOMO level   -8.27 eV
HOMO-LUMO gap   0.304 hartree
Net charge   0

=====

Quick one: least stable of them? (P)

=====

(P)
C3H4N2OS | ωB97M-V/def2-TZVPD

Structure (XYZ):
```
11
Properties=species:S:1:pos:R:3:mulliken_charge:R:1
C 1.165 0.359 -0.136 0.524
C -0.019 0.598 0.539 -0.346
C -0.877 -0.384 0.119 0.195
H 3.173 0.543 -0.073 0.410
H -0.007 1.118 1.591 0.244
H -3.228 0.237 1.277 0.167
H -0.595 -1.350 -1.871 0.312
N -0.208 -0.898 -0.911 0.314
N 0.986 -0.510 -1.122 -0.941
O 2.111 1.241 0.065 -0.568
S -2.501 -0.955 0.521 -0.309
```

HOMO level   -8.45 eV
HOMO-LUMO gap   0.321 hartree
Net charge   0

=====

(Q)
C3H4N2OS | ωB97M-V/def2-TZVPD

Structure (XYZ):
```
11
Properties=species:S:1:pos:R:3:mulliken_charge:R:1
C 0.796 0.441 -0.542 0.139
C -2.989 0.722 0.222 0.027
C 0.395 -0.931 0.060 -0.531
N 0.029 1.386 -0.709 -0.383
N -1.680 0.317 0.076 -0.191
O -3.930 -0.029 0.083 -0.503
S -1.336 -1.173 -0.449 0.061
H 1.847 0.534 -0.585 0.386
H -3.160 1.696 0.643 0.365
H 0.948 -1.896 -0.213 0.357
H 0.188 -0.738 1.175 0.274
```

HOMO level (alpha / beta)   -8.79 / -8.85 eV
HOMO-LUMO gap (alpha / beta)   0.266 / 0.303 hartree
Net charge   0

=====

(R)
C3H4N2OS | ωB97M-V/def2-TZVPD

Structure (XYZ):
```
11
Properties=species:S:1:pos:R:3:mulliken_charge:R:1
C 0.039 0.143 -1.027 0.346
C -1.258 -0.149 -0.735 -0.273
C 0.163 0.145 1.162 0.368
H 2.441 -0.439 -2.024 0.166
H -2.247 -0.134 -1.356 0.313
H -1.856 -0.721 1.240 0.238
H 1.358 0.726 2.278 0.287
N -1.029 -0.414 0.657 -0.155
N 0.460 0.345 2.334 -0.634
O 0.994 0.296 -0.015 -0.334
S 0.934 0.203 -2.513 -0.322
```

HOMO level   -7.85 eV
HOMO-LUMO gap   0.285 hartree
Net charge   0

=====

(S)
C3H4N2OS | ωB97M-V/def2-TZVPD

Structure (XYZ):
```
11
Properties=species:S:1:pos:R:3:mulliken_charge:R:1
C 1.087 0.369 -1.474 -0.226
C -0.190 0.242 -0.833 0.801
C -1.015 -0.399 1.344 -0.810
N 2.139 0.460 -0.742 -0.372
N -0.174 0.327 0.505 -0.238
O -1.193 0.130 -1.540 -0.628
S 1.831 0.514 0.827 0.123
H 1.206 0.292 -2.569 0.385
H -0.876 -1.519 1.213 0.274
H -0.900 -0.035 2.436 0.244
H -1.914 -0.381 0.834 0.445
```

HOMO level   -9.29 eV
HOMO-LUMO gap   0.324 hartree
Net charge   0

=====

Quick one: least stable of them? (Q)

=====

(P)
C3H4N2OS | ωB97M-V/def2-TZVPD

Structure (XYZ):
```
11
Properties=species:S:1:pos:R:3:mulliken_charge:R:1
C -2.150 -0.446 0.099 -0.096
C -0.124 -0.981 -0.044 0.290
C 1.404 0.888 0.122 -0.712
N -1.345 -1.433 0.030 -0.416
N 0.001 0.346 -0.038 0.159
O 1.561 -1.707 -0.279 -0.637
S -1.410 1.132 0.002 0.047
H -3.154 -0.667 -0.118 0.430
H 1.421 1.944 -0.124 0.284
H 1.874 0.527 1.037 0.287
H 1.924 0.398 -0.687 0.363
```

HOMO level (alpha / beta)   -8.45 / -8.45 eV
HOMO-LUMO gap (alpha / beta)   0.286 / 0.286 hartree
Net charge   0

=====

(Q)
C3H4N2OS | ωB97M-V/def2-TZVPD

Structure (XYZ):
```
11
Properties=species:S:1:pos:R:3:mulliken_charge:R:1
N -0.925 -0.987 -1.370 -0.482
C -0.233 -0.201 -0.379 0.366
C 0.052 1.032 -0.199 -0.522
C 0.942 1.103 1.037 0.363
S 1.581 2.453 1.587 -0.300
O 0.465 -0.082 1.754 -0.200
N 0.258 -0.967 0.744 -0.347
H -0.996 -0.898 -2.371 0.239
H -0.817 -2.040 -1.153 0.251
H 0.155 1.888 -0.850 0.378
H -0.482 -1.300 1.201 0.254
```

Structure (SMILES)   Nc1cc(=S)o[nH]1
HOMO level   -8.80 eV
HOMO-LUMO gap   0.326 hartree
Net charge   0

=====

(R)
C3H4N2OS | ωB97M-V/def2-TZVPD

Structure (XYZ):
```
11
Properties=species:S:1:pos:R:3:mulliken_charge:R:1
C 0.291 -0.064 0.371 0.166
C -0.173 1.386 0.320 -0.510
C -2.171 -0.137 -0.138 -0.253
N 1.292 -0.649 -0.501 -0.463
N -1.072 -0.837 0.056 0.485
O -0.977 -2.059 0.020 -0.514
S -1.800 1.509 0.023 0.010
H 0.645 -0.157 1.478 0.250
H 0.609 2.075 0.125 0.430
H 1.162 -0.741 -1.474 0.185
H 2.196 -0.326 -0.279 0.215
```

HOMO level (alpha / beta)   -9.11 / -8.35 eV
HOMO-LUMO gap (alpha / beta)   0.301 / 0.252 hartree
Net charge   0

=====

Quick one: least stable of them? (R)